[1]
ORCA calculation (wB97M-V/def2-TZVPD) on C28H46O26S4 as an isolated structure.

Calculated values
Energy relative to the best compared isomer or geometry (same formula, charge and spin), kJ/mol: 691.8

Geometry as ORCA input:
```
! wB97M-V def2-TZVPD RIJCOSX def2/J DEFGRID3
* xyz 0 1
O -2.24 -0.92 1.93
C -1.10 -0.88 1.47
O -0.32 0.22 1.66
C 0.95 0.18 1.11
C 0.83 -1.06 0.22
C -0.31 -1.91 0.70
H 1.70 0.00 1.89
H 1.02 1.08 0.50
H 1.76 -1.56 -0.05
H 0.57 -0.77 -0.79
H -0.11 -2.68 1.46
H -0.90 -2.32 -0.11
O 9.00 6.97 2.94
C 7.82 6.68 3.11
O 7.10 7.34 4.05
C 5.80 7.02 4.08
C 5.58 5.86 3.08
C 6.92 5.61 2.40
H 5.25 7.87 3.67
H 5.39 6.89 5.08
H 4.78 6.02 2.36
H 5.10 4.98 3.49
H 6.95 5.63 1.31
H 7.28 4.64 2.72
O -4.66 -9.89 -3.34
C -4.98 -9.30 -2.29
O -4.60 -8.03 -2.10
C -4.85 -7.65 -0.70
C -6.03 -8.51 -0.28
C -5.77 -9.84 -1.09
H -5.05 -6.58 -0.61
H -4.00 -7.80 -0.03
H -6.99 -8.23 -0.72
H -6.07 -8.78 0.78
H -6.73 -10.16 -1.49
H -5.22 -10.51 -0.42
O -7.25 -1.38 -4.28
C -6.19 -0.79 -4.27
O -5.75 -0.09 -3.19
C -4.73 0.83 -3.61
C -4.05 0.03 -4.67
C -5.20 -0.70 -5.42
H -4.03 1.02 -2.80
H -5.24 1.77 -3.81
H -3.29 -0.59 -4.20
H -3.63 0.73 -5.39
H -4.82 -1.61 -5.89
H -5.54 -0.08 -6.24
O 7.18 -1.47 0.46
C 7.89 -1.87 -0.41
O 8.85 -1.11 -0.77
C 9.64 -1.83 -1.71
C 9.23 -3.28 -1.84
C 7.81 -3.17 -1.29
H 10.71 -1.77 -1.56
H 9.53 -1.28 -2.65
H 9.79 -3.92 -1.16
H 9.25 -3.65 -2.86
H 7.43 -4.00 -0.69
H 7.11 -3.10 -2.13
C 4.90 -1.51 -6.77
C 3.81 -0.72 -7.54
O 2.54 -1.09 -7.16
S 2.59 -2.64 -6.77
O 2.20 -3.51 -7.88
O 1.90 -2.90 -5.45
O 4.23 -2.74 -6.65
H 4.98 -1.10 -5.76
H 5.88 -1.41 -7.23
H 3.89 -1.20 -8.52
H 3.91 0.36 -7.49
C -8.89 2.70 6.38
C -7.87 3.87 6.69
O -7.87 4.66 5.51
S -8.15 3.76 4.12
O -6.86 3.32 3.60
O -9.06 4.49 3.19
O -8.84 2.49 4.98
H -9.92 2.93 6.64
H -8.62 1.72 6.77
H -6.87 3.43 6.71
H -8.14 4.42 7.59
C -3.92 -2.76 7.61
C -4.45 -4.02 7.04
O -3.29 -4.74 6.53
S -1.90 -4.33 7.35
O -0.79 -4.08 6.39
O -1.60 -5.24 8.45
O -2.59 -2.88 7.98
H -4.64 -2.53 8.40
H -4.05 -1.86 7.00
H -5.09 -3.94 6.16
H -4.67 -4.71 7.85
C 2.85 8.99 -3.80
C 3.10 9.41 -2.39
O 2.15 8.69 -1.62
S 1.89 7.25 -2.38
O 0.65 6.63 -2.07
O 3.03 6.32 -2.46
O 1.84 8.06 -3.81
H 3.69 8.50 -4.30
H 2.48 9.87 -4.33
H 2.86 10.46 -2.24
H 4.10 9.31 -1.95
*
```

Here are the Löwdin charges for atoms 1 to 99, given in e: 0.083, -0.438, 0.012, -0.165, -0.170, -0.077, 0.131, 0.132, 0.116, 0.112, 0.133, 0.131, 0.089, -0.406, 0.037, -0.219, -0.156, -0.055, 0.122, 0.130, 0.106, 0.108, 0.123, 0.122, 0.065, -0.455, 0.029, -0.131, -0.153, -0.066, 0.121, 0.122, 0.113, 0.112, 0.120, 0.123, 0.100, -0.462, 0.019, -0.172, -0.167, -0.056, 0.125, 0.131, 0.122, 0.112, 0.124, 0.123, 0.122, -0.527, 0.076, -0.179, -0.154, -0.062, 0.126, 0.124, 0.117, 0.118, 0.120, 0.119, -0.167, -0.212, -0.178, 0.744, -0.248, -0.277, -0.200, 0.125, 0.138, 0.130, 0.144, -0.170, -0.155, -0.225, 0.776, -0.254, -0.256, -0.224, 0.123, 0.128, 0.124, 0.132, -0.255, -0.146, -0.230, 0.786, -0.263, -0.259, -0.175, 0.130, 0.132, 0.146, 0.134, -0.236, -0.191, -0.186, 0.715, -0.207, -0.253

***

[2]
ORCA calculation (wB97M-V/def2-TZVPD) on C28H47AsN4Si3Ti as an isolated structure.

Calculated values
Calculated total energy, eV: -143326.7858

Geometry as ORCA input:
```
! wB97M-V def2-TZVPD RIJCOSX def2/J DEFGRID3
* xyz 3 2
Ti -0.41 0.82 -0.44
C -1.44 2.61 -2.75
C -0.15 3.42 -2.78
C 1.14 2.79 -2.28
C 2.31 3.39 -2.73
C 3.54 2.99 -2.25
C 3.56 1.99 -1.29
C 2.37 1.40 -0.92
N 1.16 1.77 -1.40
N -1.83 2.16 -1.40
C -3.07 1.36 -1.47
C -3.30 0.76 -0.11
C -4.56 0.64 0.46
C -4.66 0.18 1.77
C -3.49 -0.09 2.47
C -2.28 0.05 1.82
N -2.18 0.44 0.54
C -2.01 3.29 -0.47
C -0.93 3.37 0.58
C -0.71 4.55 1.29
C 0.22 4.58 2.31
C 0.92 3.41 2.61
C 0.66 2.28 1.87
N -0.23 2.26 0.87
H -1.32 1.73 -3.40
H -2.23 3.24 -3.18
H -0.28 4.35 -2.23
H 0.01 3.71 -3.82
H 2.24 4.17 -3.47
H 4.45 3.46 -2.60
H 4.49 1.66 -0.86
H 2.37 0.57 -0.22
H -2.96 0.56 -2.23
H -3.94 1.97 -1.78
H -5.44 0.90 -0.11
H -5.63 0.06 2.23
H -3.53 -0.41 3.49
H -1.34 -0.14 2.34
H -2.97 3.18 0.07
H -2.09 4.24 -1.01
H -1.28 5.43 1.04
H 0.40 5.49 2.87
H 1.64 3.39 3.41
H 1.17 1.33 2.06
C 2.61 -1.10 -2.74
Si 1.10 -1.97 -1.95
C 1.20 -3.83 -2.30
C -0.43 -1.07 -2.73
As 0.54 -1.36 0.35
Si -1.11 -3.19 0.88
C -0.54 -4.93 0.37
C -1.39 -3.17 2.77
C -2.70 -2.67 -0.07
Si 2.39 -1.82 2.02
C 3.87 -0.67 1.62
C 2.87 -3.65 1.83
C 1.64 -1.35 3.72
H 2.89 -1.65 -3.63
H 3.49 -1.09 -2.09
H 2.41 -0.07 -3.06
H 1.60 -4.00 -3.29
H 0.25 -4.33 -2.24
H 1.88 -4.31 -1.60
H -0.29 -0.88 -3.79
H -0.56 -0.09 -2.22
H -1.35 -1.65 -2.63
H 0.53 -5.03 0.28
H -0.98 -5.25 -0.57
H -0.87 -5.65 1.11
H -0.69 -3.84 3.27
H -2.38 -3.56 3.00
H -1.31 -2.20 3.24
H -3.06 -3.49 -0.68
H -2.55 -1.82 -0.73
H -3.51 -2.42 0.61
H 4.25 -0.83 0.61
H 4.69 -0.90 2.29
H 3.66 0.39 1.75
H 3.39 -3.83 0.89
H 2.00 -4.30 1.89
H 3.55 -3.95 2.63
H 0.87 -0.58 3.66
H 2.42 -0.97 4.39
H 1.21 -2.21 4.22
*
```

What are the Löwdin partial charges on each atom? They are as follows, in elementary charge units: 0.739, -0.144, -0.083, -0.213, 0.027, 0.022, -0.009, -0.172, -0.016, -0.241, -0.090, -0.260, 0.037, 0.023, 0.000, -0.134, -0.053, -0.066, -0.204, 0.040, 0.027, 0.013, -0.077, -0.051, 0.134, 0.156, 0.134, 0.146, 0.137, 0.137, 0.128, 0.036, 0.144, 0.160, 0.140, 0.137, 0.132, 0.088, 0.156, 0.150, 0.140, 0.138, 0.132, 0.100, -0.178, 0.432, -0.175, -0.202, 0.812, 0.476, -0.187, -0.191, -0.186, 0.471, -0.204, -0.182, -0.195, 0.050, 0.029, 0.021, 0.050, 0.022, 0.033, 0.064, -0.055, 0.041, 0.009, 0.034, 0.050, 0.036, 0.049, 0.000, 0.046, -0.013, 0.029, 0.024, 0.050, 0.019, 0.038, 0.013, 0.051, 0.003, 0.044, 0.032

***

[3]
ORCA calculation (wB97M-V/def2-TZVPD) on C28H47BBaN7O6 as an isolated structure.

Calculated values
Energy relative to the best compared isomer or geometry (same formula, charge and spin), kJ/mol: 70.5

Geometry as ORCA input:
```
! wB97M-V def2-TZVPD RIJCOSX def2/J DEFGRID3
* xyz -1 1
Ba 0.57 -0.62 0.24
C -0.14 2.75 1.82
O -1.01 1.71 1.40
C -2.05 1.46 2.32
C -2.67 0.14 1.90
O -1.73 -0.91 1.90
C -1.49 -1.62 3.11
C -0.55 -0.89 4.05
O 0.43 -0.21 3.29
C 1.56 0.14 4.07
H -0.68 3.69 1.94
H 0.62 2.86 1.04
H 0.35 2.48 2.76
H -2.79 2.26 2.29
H -1.64 1.41 3.34
H -2.97 0.25 0.85
H -3.56 -0.11 2.49
H -1.05 -2.56 2.79
H -2.43 -1.86 3.61
H -0.08 -1.64 4.70
H -1.07 -0.16 4.70
H 2.04 -0.75 4.48
H 1.27 0.80 4.90
H 2.25 0.66 3.41
C 0.30 -0.48 -3.45
N -0.90 -0.48 -2.60
C -1.43 -1.83 -2.49
C -1.85 0.42 -3.23
C -3.15 0.71 -2.51
N -3.02 1.39 -1.23
C -4.35 1.71 -0.73
C -2.20 2.59 -1.32
H 0.04 -0.71 -4.49
H 1.02 -1.21 -3.10
H 0.78 0.50 -3.40
H -1.73 -2.24 -3.47
H -2.30 -1.85 -1.83
H -0.68 -2.50 -2.08
H -2.13 0.01 -4.22
H -1.33 1.36 -3.43
H -3.71 -0.22 -2.34
H -3.75 1.32 -3.20
H -4.89 2.40 -1.41
H -4.27 2.19 0.25
H -4.94 0.80 -0.63
H -2.55 3.26 -2.12
H -1.16 2.33 -1.48
H -2.26 3.13 -0.37
C 1.64 5.24 -4.26
O 2.87 5.13 -3.57
C 2.96 4.17 -2.61
C 4.21 4.06 -1.98
C 4.38 3.10 -1.02
C 3.35 2.23 -0.60
C 3.62 1.25 0.43
C 5.03 0.78 0.71
O 2.74 0.69 1.11
C 2.06 2.34 -1.24
O 1.06 1.60 -0.99
C 1.93 3.34 -2.26
H 1.77 6.04 -4.98
H 0.82 5.50 -3.58
H 1.39 4.31 -4.78
H 5.01 4.73 -2.27
H 5.35 3.04 -0.55
H 5.83 1.40 0.31
H 5.10 -0.20 0.23
H 5.16 0.65 1.78
H 0.96 3.39 -2.73
B -0.21 -5.38 1.34
N 0.70 -4.31 2.05
C 1.40 -4.56 3.17
C 2.32 -3.55 3.36
C 2.10 -2.70 2.26
N 1.12 -3.16 1.49
N -1.39 -4.73 0.58
C -1.75 -5.01 -0.69
C -2.96 -4.40 -0.94
C -3.27 -3.77 0.27
N -2.32 -3.97 1.18
H -0.63 -6.10 2.23
H 0.45 -5.99 0.53
H 1.20 -5.46 3.74
H 3.05 -3.45 4.14
H 2.62 -1.78 2.02
H -1.11 -5.61 -1.32
H -3.52 -4.40 -1.86
H -4.13 -3.16 0.52
N 3.67 -1.55 -2.19
C 2.70 -1.63 -1.54
*
```

What are the Löwdin partial charges on each atom? They are as follows, in elementary charge units: 1.821, -0.079, -0.273, -0.199, -0.175, -0.273, -0.179, -0.196, -0.275, -0.099, 0.094, 0.080, 0.088, 0.127, 0.114, 0.100, 0.137, 0.088, 0.133, 0.129, 0.119, 0.085, 0.093, 0.073, -0.118, -0.296, -0.117, -0.220, -0.207, -0.261, -0.123, -0.089, 0.090, 0.017, 0.080, 0.097, 0.066, 0.076, 0.123, 0.110, 0.113, 0.120, 0.086, 0.074, 0.086, 0.093, 0.060, 0.080, -0.098, -0.084, -0.290, -0.034, -0.042, -0.094, -0.394, 0.000, -0.187, -0.376, -0.297, 0.042, 0.086, 0.091, 0.094, 0.105, 0.096, 0.057, 0.090, 0.083, 0.098, -0.429, -0.102, -0.116, -0.082, -0.231, -0.044, -0.102, -0.122, -0.118, -0.197, 0.064, 0.058, 0.063, 0.108, 0.082, 0.074, 0.110, 0.080, 0.087, -0.142, -0.459

***

[4]
ORCA calculation (wB97M-V/def2-TZVPD) on C28H47BrNNiOP3 as an isolated structure.

Calculated values
Energy relative to the best compared isomer or geometry (same formula, charge and spin), kJ/mol: 62.5

Geometry as ORCA input:
```
! wB97M-V def2-TZVPD RIJCOSX def2/J DEFGRID3
* xyz 2 3
C -0.64 6.69 -3.72
C -0.75 5.32 -4.12
C -1.14 5.05 -5.47
C -1.36 6.14 -6.33
N -1.21 7.38 -5.92
C -0.88 7.69 -4.67
C -0.49 4.22 -3.16
C -0.42 3.41 -2.24
C -0.71 2.52 -1.13
C 0.14 2.38 0.01
C -0.15 1.41 1.01
C -1.31 0.54 0.85
C -2.23 0.84 -0.17
C -1.82 1.69 -1.23
Ni 0.37 0.28 -0.76
P 1.62 -1.44 0.51
H -1.27 4.04 -5.86
H -0.37 7.00 -2.70
H -1.64 5.99 -7.38
H -0.79 8.75 -4.43
H -2.49 1.96 -2.03
H 0.94 3.10 0.20
H -3.26 0.51 -0.21
H 0.32 1.55 2.00
C 1.86 -2.97 1.57
C 2.98 -3.96 1.17
H 0.89 -3.50 1.62
H 2.06 -2.60 2.60
H 3.01 -4.78 1.91
H 2.80 -4.41 0.17
H 3.97 -3.47 1.18
C 2.13 -1.82 -1.20
C 2.96 -0.72 -1.84
H 1.17 -1.87 -1.74
H 2.59 -2.82 -1.21
H 2.89 -0.85 -2.93
H 2.58 0.30 -1.62
H 4.02 -0.81 -1.55
C 2.88 -0.35 1.30
C 4.32 -0.83 1.43
H 2.44 -0.11 2.28
H 2.82 0.57 0.71
H 4.95 0.02 1.70
H 4.44 -1.58 2.22
H 4.72 -1.24 0.49
Br -1.54 -0.88 2.21
P -2.54 -3.54 -1.50
C -0.71 -3.76 -1.38
C -0.30 -5.18 -1.75
H -0.35 -3.46 -0.38
H -0.27 -3.05 -2.09
H 0.78 -5.22 -1.96
H -0.49 -5.88 -0.93
H -0.84 -5.52 -2.64
C -3.04 -3.36 0.28
C -4.47 -3.82 0.50
H -2.87 -2.33 0.59
H -2.34 -3.96 0.89
H -4.69 -3.87 1.57
H -5.20 -3.16 0.03
H -4.62 -4.83 0.10
C -2.73 -1.81 -2.17
C -3.05 -1.94 -3.65
H -1.82 -1.23 -1.99
H -3.54 -1.31 -1.62
H -3.40 -0.99 -4.05
H -2.16 -2.23 -4.22
H -3.83 -2.69 -3.82
C 1.04 3.39 5.40
P 1.09 1.63 5.01
C 1.77 0.89 6.51
C -0.64 1.12 4.85
O 1.85 1.30 3.76
H 0.85 3.54 6.47
H 0.27 3.88 4.81
H 2.02 3.81 5.14
H 1.44 1.50 7.37
H 1.42 -0.15 6.61
H 2.87 0.91 6.43
H -1.02 1.52 3.90
H -0.66 0.02 4.76
H -1.22 1.47 5.71
*
```

What are the Löwdin partial charges on each atom? They are as follows, in elementary charge units: -0.002, -0.203, -0.011, -0.125, 0.059, -0.122, 0.084, 0.043, -0.239, -0.032, -0.153, -0.588, -0.094, -0.036, 0.348, 0.955, 0.112, 0.118, 0.117, 0.120, 0.136, 0.147, 0.117, 0.095, -0.373, -0.127, 0.052, 0.093, 0.092, 0.062, 0.066, -0.426, -0.123, 0.025, 0.080, 0.089, 0.068, 0.084, -0.399, -0.122, 0.049, 0.066, 0.090, 0.073, 0.064, 0.828, 1.258, -0.377, -0.126, 0.066, 0.061, 0.082, 0.086, 0.077, -0.397, -0.136, -0.009, 0.091, 0.089, 0.081, 0.078, -0.370, -0.141, 0.063, 0.083, 0.085, 0.083, 0.077, -0.172, 0.531, -0.166, -0.209, -0.398, 0.057, 0.055, 0.063, 0.057, 0.056, 0.065, 0.020, 0.008, 0.069

***

[5]
ORCA calculation (wB97M-V/def2-TZVPD) on C28H47BrNOP3Pd as an isolated structure.

Calculated values
Energy relative to the best compared isomer or geometry (same formula, charge and spin), kJ/mol: 304.6

Geometry as ORCA input:
```
! wB97M-V def2-TZVPD RIJCOSX def2/J DEFGRID3
* xyz 0 1
C 2.13 4.45 -1.07
C 1.11 3.81 -1.82
C 1.22 3.72 -3.23
C 2.53 3.83 -3.74
N 3.57 4.19 -2.97
C 3.38 4.54 -1.69
C 0.17 3.03 -1.11
C -0.58 2.23 -0.49
C -1.84 2.29 0.17
C -2.21 1.13 0.85
C -3.56 0.84 1.10
C -4.47 1.83 0.73
C -4.12 3.12 0.27
C -2.77 3.34 -0.04
Pd -0.64 -0.49 -0.08
P 1.67 -0.52 -0.50
H 0.35 3.53 -3.87
H 1.94 4.82 -0.04
H 2.75 3.66 -4.78
H 4.25 4.91 -1.16
H -2.46 4.26 -0.57
H -1.49 0.36 1.20
H -4.90 3.89 0.13
H -3.86 -0.12 1.52
C 2.28 -2.21 -0.09
C 3.47 -2.72 -0.88
H 1.42 -2.87 -0.27
H 2.48 -2.22 0.99
H 3.66 -3.76 -0.60
H 3.28 -2.70 -1.96
H 4.39 -2.15 -0.70
C 1.91 -0.14 -2.29
C 3.32 0.32 -2.70
H 1.20 0.69 -2.49
H 1.59 -1.01 -2.89
H 3.33 0.48 -3.78
H 3.58 1.28 -2.22
H 4.11 -0.41 -2.45
C 2.59 0.70 0.49
C 4.08 0.39 0.63
H 2.11 0.70 1.48
H 2.42 1.69 0.06
H 4.57 1.17 1.22
H 4.25 -0.57 1.13
H 4.60 0.34 -0.34
Br -6.32 1.34 0.90
P -1.72 -1.68 -1.64
C -0.63 -2.62 -2.73
C -1.28 -3.87 -3.29
H 0.26 -2.88 -2.13
H -0.28 -1.95 -3.54
H -0.55 -4.39 -3.92
H -1.59 -4.55 -2.50
H -2.15 -3.63 -3.90
C -2.75 -2.76 -0.59
C -4.07 -3.14 -1.27
H -2.94 -2.20 0.35
H -2.15 -3.65 -0.33
H -4.64 -3.81 -0.60
H -4.68 -2.26 -1.48
H -3.90 -3.67 -2.22
C -2.79 -0.45 -2.52
C -3.25 -0.99 -3.88
H -2.17 0.46 -2.63
H -3.65 -0.19 -1.87
H -3.84 -0.20 -4.38
H -2.39 -1.23 -4.53
H -3.87 -1.89 -3.78
C -1.14 0.40 5.02
P 0.15 -0.20 3.90
C 1.64 0.74 4.26
C 0.55 -1.86 4.44
O -0.19 -0.17 2.44
H -1.99 0.76 4.44
H -0.74 1.20 5.64
H -1.45 -0.43 5.66
H 1.75 0.96 5.34
H 2.46 0.09 3.91
H 1.60 1.67 3.68
H -0.05 -2.49 3.78
H 1.62 -2.00 4.26
H 0.33 -2.09 5.49
*
```

What are the Löwdin partial charges on each atom? They are as follows, in elementary charge units: -0.024, -0.253, -0.014, -0.155, 0.031, -0.155, 0.016, -0.007, -0.263, -0.143, -0.141, -0.682, -0.116, -0.012, 0.219, 0.853, 0.117, 0.123, 0.101, 0.101, 0.121, 0.002, 0.102, 0.100, -0.401, -0.160, 0.050, 0.076, 0.068, 0.063, 0.057, -0.379, -0.153, 0.059, 0.057, 0.070, 0.055, 0.055, -0.387, -0.159, 0.037, 0.064, 0.067, 0.058, 0.050, 0.684, 0.802, -0.415, -0.159, 0.050, 0.076, 0.070, 0.064, 0.057, -0.410, -0.167, 0.051, 0.077, 0.068, 0.064, 0.054, -0.375, -0.166, 0.069, 0.080, 0.068, 0.063, 0.056, -0.157, 0.542, -0.187, -0.175, -0.421, 0.050, 0.048, 0.047, 0.061, 0.047, 0.060, 0.056, 0.047, 0.053

***

| no. | strongest force on any atom (Eh/bohr) |
| --- | --- |
| 1 | 0.102 |
| 2 | 0.048 |
| 3 | 0.006 |
| 4 | 0.081 |
| 5 | 0.096 |